A molecular structure, C18H53BMnN2O10 in a non-equilibrium geometry, computed with ωB97M-V with the def2-TZVPD basis set.

Element x y z (Å)
Mn  -0.986  -0.256  -0.051
C  -3.702  2.599  -1.761
C  -2.254  2.154  -2.016
O  -1.743  1.333  -1.046
H  -3.770  3.390  -1.008
H  -4.305  1.758  -1.396
H  -4.151  2.974  -2.685
H  -1.668  3.089  -2.131
H  -2.219  1.647  -3.000
B  1.295  -0.136  -0.467
H  1.022  1.045  -0.524
H  1.015  -0.663  0.580
H  0.568  -0.652  -1.260
H  2.451  -0.431  -0.654
C  0.268  1.724  2.206
O  -0.848  0.884  1.940
C  -2.092  1.455  2.212
C  -3.151  0.378  2.129
N  -3.136  -0.344  0.841
C  -4.210  -1.365  0.874
C  -5.604  -0.776  0.784
O  -5.558  0.318  -0.094
C  -6.732  1.078  -0.097
H  0.314  2.570  1.519
H  1.159  1.108  2.172
H  0.174  2.107  3.231
H  -2.365  2.258  1.514
H  -2.171  1.915  3.207
H  -4.120  0.876  2.267
H  -3.013  -0.340  2.940
H  -3.552  0.289  0.148
H  -4.162  -1.966  1.786
H  -4.041  -2.043  0.039
H  -6.015  -0.508  1.764
H  -6.238  -1.567  0.352
H  -6.638  1.860  -0.852
H  -6.912  1.580  0.862
H  -7.608  0.478  -0.374
C  5.439  -0.851  -1.507
C  6.133  -0.690  -2.838
O  7.118  0.331  -2.819
O  6.377  -1.401  -0.590
H  4.554  -1.487  -1.658
H  5.044  0.103  -1.145
H  5.405  -0.366  -3.584
H  6.546  -1.653  -3.158
H  7.738  0.111  -2.116
H  5.911  -1.562  0.235
C  1.949  3.695  -1.372
C  2.168  3.232  -2.811
O  1.886  1.857  -3.007
O  2.567  4.961  -1.147
H  2.458  3.010  -0.691
H  0.887  3.728  -1.107
H  3.232  3.390  -3.023
H  1.584  3.859  -3.494
H  1.677  1.475  -2.143
H  2.062  5.627  -1.623
C  4.528  -0.436  3.616
C  3.951  -1.218  2.469
O  3.910  -0.365  1.357
O  3.927  0.834  3.723
H  5.611  -0.305  3.480
H  4.392  -0.939  4.574
H  2.967  -1.635  2.719
H  4.603  -2.088  2.274
H  3.248  -0.652  0.704
H  3.887  1.196  2.829
C  -1.114  -4.234  -1.899
C  -1.541  -3.156  -0.919
C  -0.766  -3.261  0.390
O  -0.921  -2.091  1.193
C  -0.484  -2.256  2.515
N  -1.417  -1.789  -1.575
H  -1.677  -4.075  -2.827
H  -1.356  -5.234  -1.548
H  -0.075  -4.110  -2.208
H  -2.593  -3.297  -0.679
H  0.302  -3.460  0.235
H  -1.169  -4.105  0.962
H  -0.578  -3.300  2.844
H  -1.031  -1.625  3.209
H  0.587  -2.041  2.637
H  -0.898  -1.967  -2.436
H  -2.328  -1.586  -1.997

## Properties
Total charge: 0
Kohn-Sham gap (spin up / spin down) (Eh): 0.2837 / 0.2925
HOMO level (spin up / spin down) (eV): -7.64 / -7.88
Multiplicity: 6

A molecular structure, C18H53BMnN3O8 in a non-equilibrium geometry, computed with ωB97M-V with the def2-TZVPD basis set.

Element x y z (Å)
Mn  -2.122  1.323  -0.134
B  -1.902  0.035  -1.838
H  -2.720  0.445  -2.410
H  -1.318  -0.676  -2.401
H  -1.186  0.784  -1.535
H  -2.317  -0.393  -0.939
C  9.311  -1.334  1.592
O  8.351  -0.374  1.371
C  7.105  -0.736  1.938
C  5.953  0.223  1.607
N  5.556  0.132  0.184
C  4.644  1.212  -0.192
C  3.183  0.972  0.272
O  2.149  1.793  -0.210
C  1.790  1.694  -1.565
H  9.481  -1.594  2.636
H  10.331  -1.103  1.283
H  9.141  -2.279  1.075
H  7.379  -0.761  2.992
H  6.840  -1.773  1.729
H  6.251  1.268  1.695
H  5.021  -0.002  2.126
H  6.214  -0.127  -0.537
H  4.614  1.270  -1.280
H  4.853  2.194  0.232
H  3.122  1.164  1.343
H  2.837  -0.056  0.164
H  2.311  2.408  -2.204
H  0.728  1.889  -1.710
H  2.025  0.672  -1.863
C  -7.059  -2.216  0.328
C  -5.573  -2.336  -0.174
O  -5.020  -1.334  -0.958
O  -7.976  -2.227  -0.724
H  -7.240  -1.521  1.147
H  -7.209  -3.140  0.887
H  -5.313  -3.207  -0.775
H  -4.944  -2.312  0.716
H  -4.067  -1.452  -0.987
H  -7.762  -1.435  -1.222
C  -1.609  -3.406  -3.080
C  -1.727  -4.953  -2.860
O  -1.531  -5.205  -1.420
O  -2.585  -2.675  -2.308
H  -1.707  -3.275  -4.158
H  -0.580  -3.099  -2.888
H  -1.086  -5.588  -3.471
H  -2.768  -5.220  -3.041
H  -1.890  -4.400  -1.040
H  -2.352  -1.758  -2.150
C  -2.692  4.550  -3.067
C  -2.265  3.405  -2.113
C  -1.242  3.997  -1.044
O  -0.990  3.020  -0.084
C  -0.669  3.504  1.228
N  -3.364  2.731  -1.434
H  -1.813  4.915  -3.598
H  -3.039  5.438  -2.540
H  -3.443  4.202  -3.776
H  -1.654  2.630  -2.576
H  -1.805  4.866  -0.702
H  -0.286  4.216  -1.519
H  -0.404  2.791  2.008
H  -1.645  3.854  1.565
H  0.157  4.211  1.294
H  -4.077  2.535  -2.123
H  -3.864  3.370  -0.833
C  -1.907  -1.827  1.512
C  -1.178  -0.594  1.964
C  -0.107  -0.887  3.030
O  0.661  0.246  3.324
C  1.421  0.086  4.428
N  -0.563  0.165  0.816
H  -2.137  -2.509  2.331
H  -1.253  -2.325  0.797
H  -2.875  -1.648  1.043
H  -1.781  0.064  2.589
H  0.625  -1.612  2.673
H  -0.521  -1.314  3.944
H  2.149  -0.705  4.249
H  0.810  0.002  5.327
H  1.965  1.003  4.656
H  -0.109  -0.437  0.144
H  0.267  0.547  1.247

## Properties
Total charge: 0
Kohn-Sham gap (spin up / spin down) (Eh): 0.1561 / 0.3413
HOMO level (spin up / spin down) (eV): -3.73 / -8.86
Multiplicity: 7

10 unconnected molecules or ions with the total composition C18H53O12 in a non-equilibrium geometry, computed with ωB97M-V with the def2-TZVPD basis set.

Element x y z (Å)
C  -0.214  -0.447  -0.051
O  0.462  -0.814  1.051
O  -0.179  0.729  -0.539
O  -0.842  -1.346  -0.640
H  0.217  1.482  -0.060
C  -4.285  -0.631  -0.304
O  -3.248  0.092  0.257
H  -3.950  -1.155  -1.178
H  -5.421  -0.307  -0.320
H  -4.069  -1.505  0.227
H  -2.329  0.026  -0.009
C  1.161  4.785  3.071
O  0.259  4.271  2.058
H  1.442  3.985  3.533
H  0.903  5.642  3.867
H  1.977  5.390  2.403
H  0.143  3.250  2.074
C  -0.049  1.915  -4.029
O  -1.167  2.022  -3.029
H  -0.123  0.918  -4.620
H  0.935  1.556  -3.503
H  0.200  2.546  -4.678
H  -0.969  1.231  -2.404
C  3.213  0.580  2.027
O  2.830  0.193  0.680
H  2.989  1.665  2.112
H  4.077  0.152  2.247
H  2.581  0.246  2.657
H  1.965  -0.255  0.789
C  0.971  -4.032  1.893
O  1.355  -2.724  2.425
H  1.895  -4.783  2.164
H  1.031  -3.962  0.883
H  0.051  -4.217  2.169
H  1.001  -2.214  1.879
C  0.094  5.347  -2.581
C  0.628  4.579  -1.325
C  2.093  4.010  -1.509
O  0.894  5.616  -0.196
H  -0.960  5.736  -2.302
H  -0.090  4.629  -3.584
H  0.870  6.168  -2.814
H  -0.171  3.854  -1.156
H  2.040  3.096  -2.008
H  2.446  3.704  -0.435
H  2.826  4.499  -1.939
H  0.755  5.193  0.599
C  -0.591  -0.323  4.575
C  -1.117  0.767  3.484
C  -1.832  1.869  4.078
O  -0.126  1.177  2.698
H  -0.445  -1.329  4.282
H  -1.333  -0.379  5.373
H  0.175  -0.080  5.018
H  -1.923  0.234  2.915
H  -1.029  2.291  4.950
H  -2.799  1.232  4.309
H  -2.055  2.639  3.324
H  0.014  0.499  2.091
C  -2.991  -5.646  -0.253
C  -1.998  -4.518  -0.622
C  -2.222  -3.888  -2.024
O  -2.266  -3.408  0.281
H  -2.933  -6.497  -0.963
H  -3.936  -5.251  -0.238
H  -2.731  -6.109  0.850
H  -0.963  -4.942  -0.631
H  -1.673  -3.018  -2.425
H  -3.277  -3.385  -2.282
H  -1.910  -4.546  -2.849
H  -1.639  -2.668  0.088
C  1.841  -3.090  -1.893
C  2.052  -1.557  -2.482
C  2.960  -1.758  -3.519
O  0.715  -1.095  -2.943
H  1.086  -3.124  -1.180
H  2.831  -3.322  -1.545
H  1.260  -3.852  -2.586
H  2.406  -0.971  -1.650
H  3.953  -1.955  -3.295
H  3.292  -0.942  -4.249
H  2.828  -2.653  -4.367
H  0.140  -1.120  -2.175

## Properties
Total charge: -1
ΔE to the lowest compared entry with this formula, charge and spin (eV): 4.040
Kohn-Sham gap (Eh): 0.3549
HOMO level (eV): -6.81

A molecular structure, C18H54AsF6O9 in a non-equilibrium geometry, computed with ωB97M-V with the def2-TZVPD basis set.

Element x y z (Å)
As  7.491  9.949  13.261
F  8.916  9.949  12.261
F  6.590  10.496  11.842
F  6.038  9.927  14.181
F  8.441  9.270  14.588
F  7.833  11.582  13.777
F  7.256  8.290  12.698
O  6.455  9.232  9.431
H  6.375  9.716  10.274
H  6.703  8.330  9.701
O  6.952  6.701  10.594
H  6.890  5.866  11.066
H  6.961  7.385  11.300
O  9.544  9.567  9.635
H  8.686  9.796  9.247
H  9.452  9.797  10.574
C  10.835  6.904  12.960
C  10.231  5.905  13.952
C  10.627  6.171  15.386
O  8.798  6.075  13.829
H  10.388  7.890  13.095
H  10.529  6.608  11.956
H  11.919  6.997  13.045
H  10.408  4.864  13.683
H  11.692  5.986  15.554
H  10.080  5.521  16.073
H  10.411  7.198  15.688
H  8.643  7.028  13.830
C  7.506  7.940  19.075
C  7.934  7.844  17.617
C  6.754  8.004  16.680
O  8.860  8.909  17.378
H  8.309  7.835  19.803
H  6.747  7.169  19.246
H  6.985  8.871  19.318
H  8.442  6.874  17.572
H  6.937  7.580  15.689
H  6.508  9.043  16.472
H  5.890  7.449  17.055
H  8.785  9.189  16.455
C  11.940  10.779  13.302
C  11.855  12.268  13.143
C  11.637  13.003  14.460
O  13.168  12.733  12.696
H  11.982  10.314  12.314
H  11.129  10.362  13.903
H  12.832  10.516  13.876
H  11.093  12.527  12.404
H  11.554  14.076  14.291
H  12.428  12.798  15.183
H  10.718  12.710  14.973
H  13.274  12.254  11.863
C  6.341  14.736  13.241
C  6.939  14.730  14.637
C  6.150  13.806  15.558
O  8.288  14.272  14.549
H  7.013  15.113  12.472
H  5.423  15.333  13.202
H  6.019  13.726  12.973
H  6.857  15.737  15.054
H  6.787  13.488  16.385
H  5.869  12.887  15.040
H  5.262  14.326  15.922
H  8.240  13.334  14.313
C  4.231  6.525  13.043
C  3.684  5.405  12.177
C  3.036  4.282  12.998
O  2.684  5.968  11.322
H  3.374  7.012  13.515
H  4.681  7.292  12.409
H  5.009  6.306  13.774
H  4.502  5.047  11.542
H  3.862  3.733  13.466
H  2.427  3.585  12.424
H  2.493  4.651  13.870
H  2.050  5.282  11.113
C  8.842  14.097  9.994
C  8.495  12.829  9.213
C  6.983  12.618  9.193
O  8.899  13.015  7.851
H  8.619  13.943  11.054
H  8.295  14.991  9.685
H  9.910  14.296  9.888
H  9.043  12.005  9.662
H  6.715  11.774  8.552
H  6.471  13.484  8.764
H  6.562  12.398  10.176
H  8.370  13.744  7.513

## Properties
Total charge: -1
ΔE to the lowest compared entry with this formula, charge and spin (eV): 0.000
Kohn-Sham gap (Eh): 0.3802
HOMO level (eV): -7.75

10 unconnected molecules or ions with the total composition C18H54ClO13 in a non-equilibrium geometry, computed with ωB97M-V with the def2-TZVPD basis set.

Element x y z (Å)
Cl  -1.507  -0.665  -0.845
O  -2.799  -0.444  -0.273
O  -0.627  0.351  -0.394
O  -1.026  -1.972  -0.452
O  -1.673  -0.621  -2.238
C  3.130  -4.797  -3.735
C  3.608  -4.656  -5.172
O  3.421  -3.356  -5.643
H  3.047  -5.854  -3.483
H  2.112  -4.417  -3.642
H  3.686  -4.273  -2.959
H  3.003  -5.240  -5.866
H  4.659  -4.944  -5.187
H  2.474  -3.302  -5.793
C  4.633  4.767  2.536
C  3.284  4.329  2.038
O  3.128  4.555  0.646
H  5.475  4.305  2.021
H  4.687  4.482  3.586
H  4.703  5.849  2.424
H  2.519  4.842  2.621
H  3.232  3.248  2.170
H  3.788  3.937  0.324
C  2.780  -3.592  3.818
C  3.853  -3.240  4.835
O  3.326  -3.236  6.124
H  2.363  -4.589  3.963
H  3.146  -3.580  2.791
H  1.964  -2.881  3.946
H  4.259  -2.234  4.726
H  4.705  -3.916  4.762
H  4.031  -2.890  6.675
C  0.125  0.922  6.681
C  -0.880  1.297  5.640
O  -0.740  2.695  5.269
H  1.151  1.002  6.319
H  -0.089  -0.072  7.073
H  0.124  1.520  7.592
H  -1.872  1.062  6.026
H  -0.651  0.627  4.811
H  -0.815  3.180  6.094
C  5.701  0.002  -0.262
C  5.119  0.264  -1.644
O  5.100  1.640  -1.864
H  4.974  0.202  0.525
H  6.637  0.521  -0.053
H  5.900  -1.063  -0.146
H  4.140  -0.213  -1.604
H  5.648  -0.222  -2.464
H  6.008  1.951  -1.847
C  -2.367  -0.756  -8.456
C  -1.662  -2.101  -8.457
O  -0.923  -2.231  -7.252
H  -2.894  -0.602  -9.398
H  -1.681  0.062  -8.234
H  -3.143  -0.688  -7.694
H  -0.964  -2.134  -9.293
H  -2.286  -2.987  -8.573
H  -1.544  -2.122  -6.528
C  -5.514  2.999  -3.798
C  -4.108  3.502  -4.362
O  -3.226  3.474  -3.277
H  -5.552  1.978  -3.419
H  -6.188  2.948  -4.653
H  -5.954  3.633  -3.028
H  -4.123  4.424  -4.942
H  -3.782  2.773  -5.105
H  -3.339  2.539  -3.094
C  -4.785  4.326  1.736
C  -3.814  5.528  1.480
O  -2.502  5.049  1.153
H  -4.437  3.789  2.619
H  -4.851  3.604  0.923
H  -5.802  4.664  1.937
H  -3.736  6.168  2.359
H  -4.213  6.112  0.650
H  -2.282  4.492  1.903
C  -4.856  -4.735  3.163
C  -3.730  -4.011  3.963
O  -3.781  -4.366  5.352
H  -4.602  -5.785  3.022
H  -5.045  -4.324  2.171
H  -5.841  -4.768  3.629
H  -3.743  -2.933  3.805
H  -2.791  -4.327  3.508
H  -2.902  -4.475  5.723

## Properties
Total charge: -1
ΔE to the lowest compared entry with this formula, charge and spin (eV): 6.175
Kohn-Sham gap (Eh): 0.2846
HOMO level (eV): -5.63

Across the entries above, E takes the values -2755.24493, -2659.28696, -1620.07491, -4230.57178, -2156.14879 hartree, respectively.